No. 1
# C3H12O4

A 3-piece molecular cluster, C3H12O4 overall at a distorted geometry (wB97M-V/def2-TZVPD, OMol25).

Results
gap between HOMO and LUMO	10.523	eV
energy relative to the best compared isomer or geometry (same formula, charge and spin)	1.048	eV
SMILES	OCCCO.O.O
total charge	0
DFT total energy	-422.4230	hartree

Geometry as XYZ:
```
19
Properties=species:S:1:pos:R:3:lowdin_charge:R:1
O -1.91471 2.18757 -0.09082 -0.0741
C -1.96464 0.74834 -0.18878 -0.2432
C -1.23316 -0.00694 0.89324 -0.1821
C 0.25107 0.29400 1.03990 -0.2873
O 0.87307 -0.62455 1.90956 -0.0512
H -1.08567 2.44679 0.32774 0.0651
H -3.02823 0.53779 -0.14397 0.1166
H -1.50770 0.46531 -1.13996 0.1114
H -1.61342 0.10308 1.89790 0.1204
H -1.35607 -1.04589 0.58152 0.1077
H 0.78864 0.31741 0.07804 0.1027
H 0.35994 1.31714 1.37300 0.1134
H 0.54598 -1.49808 1.67671 0.0812
O 0.06753 -2.12133 -1.63362 -0.0435
H 0.84492 -2.67276 -1.56257 0.0350
H -0.55137 -2.40011 -2.30668 0.0383
O 3.49240 1.06751 -0.95090 -0.0689
H 4.25642 0.46151 -0.93348 0.0440
H 2.77499 0.42321 -0.82685 0.0145
```

No. 2
# C6H24ClO10

A 7-piece molecular cluster, C6H24ClO10 overall at a distorted geometry (wB97M-V/def2-TZVPD, OMol25).

Results
gap between HOMO and LUMO	9.565	eV
energy relative to the best compared isomer or geometry (same formula, charge and spin)	0.499	eV
total charge	-1
DFT total energy	-1455.3045	hartree

Geometry as XYZ:
```
41
Properties=species:S:1:pos:R:3:lowdin_charge:R:1
Cl 0.07831 0.40531 0.70861 0.5955
O -0.49163 1.62517 0.21832 -0.3633
O 1.15164 0.66567 1.64287 -0.3649
O -0.88952 -0.39842 1.34338 -0.3491
O 0.58331 -0.34694 -0.40726 -0.3766
C 1.56716 -3.29441 -2.66331 -0.1535
O 2.58773 -4.22310 -2.26580 -0.1278
H 1.91636 -2.66072 -3.48570 0.0722
H 0.68988 -3.80891 -3.05671 0.0713
H 1.28600 -2.53960 -1.93060 0.0649
H 2.82523 -4.80448 -2.98962 0.0609
C 1.59060 -1.43198 4.97759 -0.1614
O 2.08577 -2.72725 4.68134 -0.1289
H 1.72400 -0.75040 4.13491 0.0700
H 0.52601 -1.47903 5.19754 0.0782
H 2.15091 -1.01109 5.81691 0.0675
H 2.90230 -2.61508 4.18955 0.0692
C -1.29380 -1.17307 -3.11830 -0.1634
O -1.66858 -2.23028 -3.98718 -0.1323
H -1.50081 -1.39686 -2.06915 0.0736
H -0.24679 -0.88615 -3.18467 0.0736
H -1.91767 -0.30573 -3.34886 0.0766
H -2.62414 -2.30570 -3.96093 0.0651
C -4.19660 0.50385 -0.64676 -0.1617
O -3.26939 1.47796 -1.14745 -0.1344
H -4.68209 0.93390 0.23091 0.0701
H -4.94685 0.20800 -1.38042 0.0655
H -3.72397 -0.43999 -0.36664 0.0715
H -2.47260 1.38200 -0.61266 0.0266
C -1.51333 4.10317 2.64216 -0.1655
O -2.36633 5.21092 2.89257 -0.1298
H -1.85732 3.39778 1.88486 0.0679
H -0.50177 4.45283 2.42572 0.0780
H -1.39345 3.47627 3.52755 0.0768
H -2.61692 5.53431 2.02334 0.0669
C 3.75522 1.08459 -1.32621 -0.1598
O 2.69918 1.99971 -1.61278 -0.1333
H 4.40503 1.62919 -0.63729 0.0694
H 3.42119 0.12875 -0.92590 0.0740
H 4.33076 0.91130 -2.23734 0.0649
H 1.89700 1.69853 -1.17660 0.0353
```

No. 3
# C32H26IN2O5PReS

C32H26IN2O5PReS as an isolated structure (wB97M-V/def2-TZVPD, OMol25).

Results
gap between HOMO and LUMO (alpha / beta)	7.191 / 6.993	eV
energy relative to the best compared isomer or geometry (same formula, charge and spin)	0.268	eV
multiplicity	2
total charge	+2
DFT total energy	-2835.7225	hartree

Geometry as XYZ:
```
69
Properties=species:S:1:pos:R:3:mulliken_spin:R:1
Re -1.59805 1.10020 0.87127 0.9620
C -3.66791 -2.86651 1.09849 0.0011
C -2.32011 -2.87898 1.75082 -0.0145
N -1.81765 -4.01587 2.21033 -0.0019
C -0.63663 -4.02264 2.84295 0.0028
C 0.14859 -2.90425 3.04158 -0.0012
C 1.48821 -3.01505 3.73235 -0.0013
O 1.67299 -2.02754 4.73942 -0.0001
C -0.34298 -1.69642 2.52322 -0.0254
C 0.44323 -0.49378 2.56780 0.0162
N 0.18832 0.63354 1.97095 -0.0236
C 1.24444 1.61715 2.10012 -0.0025
C 2.58228 1.24934 2.03412 -0.0005
C 3.57370 2.19857 2.22906 0.0000
C 3.24473 3.52177 2.48783 0.0025
C 1.91526 3.91235 2.50894 -0.0023
C 0.94583 2.95201 2.30322 -0.0035
I -1.04846 3.49064 2.11142 -0.0276
C -1.57651 -1.70916 1.90337 0.0350
O -2.10794 -0.53905 1.46169 0.0277
H -3.93750 -3.88318 0.82619 0.0001
H -3.68405 -2.22366 0.21951 -0.0005
H -4.42167 -2.48625 1.79308 -0.0003
H -0.30707 -4.98644 3.22032 0.0002
H 2.29167 -2.86903 3.00674 -0.0004
H 1.60657 -4.02452 4.12676 0.0000
H 1.33548 -2.34825 5.58253 0.0001
H 1.35224 -0.55169 3.15275 0.0024
H 2.85660 0.22463 1.81059 0.0007
H 4.61258 1.89877 2.17436 0.0001
H 4.02135 4.25761 2.65391 0.0000
H 1.64728 4.94835 2.67906 0.0009
O -4.82145 2.36195 -1.32468 0.0019
S -3.59605 1.67663 -1.17056 0.0101
O -3.54188 0.30828 -0.67896 0.0029
O -2.68645 2.42656 -0.12118 0.0017
C -2.64429 1.74130 -2.64345 0.0134
C -3.24185 2.23802 -3.78908 0.0040
C -2.52160 2.23586 -4.97686 -0.0010
C -1.22252 1.75300 -5.00257 0.0019
C -0.62016 1.27993 -3.84151 0.0017
C -1.32785 1.25525 -2.64537 -0.0144
P -0.45828 0.63445 -1.17328 -0.0195
C -0.39845 -1.16115 -1.25400 0.0246
C -1.38694 -1.83890 -1.97237 -0.0065
C -1.39478 -3.22459 -1.98807 0.0023
C -0.42229 -3.93785 -1.29570 -0.0015
C 0.56498 -3.26690 -0.58601 0.0009
C 0.57350 -1.88123 -0.55304 0.0016
C 1.19929 1.31610 -1.30878 0.0059
C 2.28803 0.56016 -1.74006 -0.0080
C 3.52473 1.16957 -1.90809 0.0007
C 3.67103 2.52707 -1.66257 -0.0010
C 2.57983 3.28667 -1.25144 0.0010
C 1.34771 2.68348 -1.07231 0.0292
H -4.25664 2.61347 -3.74723 0.0004
H -2.97974 2.61844 -5.87993 -0.0001
H -0.66383 1.75161 -5.92907 0.0000
H 0.40535 0.93117 -3.87852 0.0008
H -2.14272 -1.29021 -2.52097 0.0002
H -2.15616 -3.74974 -2.55152 -0.0001
H -0.42965 -5.02043 -1.31732 -0.0002
H 1.33311 -3.82450 -0.06422 0.0001
H 1.35612 -1.36309 -0.00877 0.0018
H 2.17860 -0.49274 -1.96398 -0.0003
H 4.36909 0.58331 -2.24866 0.0001
H 4.63405 3.00088 -1.80702 0.0000
H 2.69013 4.35075 -1.08250 0.0001
H 0.49322 3.28476 -0.77513 -0.0011
```

No. 4
# CH8N6

CH8N6 as an isolated structure at a distorted geometry (wB97M-V/def2-TZVPD, OMol25).

Results
gap between HOMO and LUMO	8.354	eV
energy relative to the best compared isomer or geometry (same formula, charge and spin)	8.440	eV
total charge	0
DFT total energy	-371.0735	hartree

Geometry as XYZ:
```
15
Properties=species:S:1:pos:R:3:lowdin_charge:R:1
C -0.03935 0.26160 -0.22797 -0.5601
H 0.86775 -1.29881 1.78944 0.0111
H -0.72892 -1.29834 1.46467 0.1965
H 0.68049 -1.50986 -1.13005 0.1767
H -0.69955 1.79393 -1.58059 0.1936
H -0.23241 -0.68405 -2.91290 0.0784
H 1.05391 0.22218 -2.41112 0.0641
H -1.52192 0.87268 3.09659 0.1919
H 0.71191 1.55734 2.50544 0.1851
N 0.45497 -1.75431 0.97763 -0.0355
N 0.70813 -0.86914 -0.18399 -0.0644
N -0.53066 0.68355 -1.43894 -0.0845
N 0.07148 0.29421 -2.70366 -0.0094
N -0.42727 1.10315 0.68566 -0.1189
N -0.36856 0.62587 2.06980 -0.2248
```

No. 5
# C15H18N4O

One molecule with the formula C15H18N4O at a distorted geometry (wB97M-V/def2-TZVPD, OMol25).

Results
gap between HOMO and LUMO	9.307	eV
energy relative to the best compared isomer or geometry (same formula, charge and spin)	0.036	eV
SMILES	CCc1c(-c2cncc(C)c2)nn2c1N(C)C(=O)CC2
total charge	0
DFT total energy	-876.6481	hartree

Geometry as XYZ:
```
38
Properties=species:S:1:pos:R:3:lowdin_charge:R:1
C -1.18859 -1.17959 1.91185 -0.0804
C -0.55939 0.22292 1.85229 -0.1931
C 0.02134 0.54057 0.50080 -0.1007
C 1.44007 0.73485 0.15011 -0.2221
C 2.58748 0.58557 1.03014 -0.1543
C 3.62980 -0.16861 0.52025 -0.0868
N 4.72350 -0.38927 1.27000 0.0632
C 4.86547 0.21323 2.46240 -0.1011
C 3.85769 1.00373 3.02549 -0.2621
C 4.03379 1.71548 4.34439 -0.0571
C 2.68817 1.19088 2.29635 0.0217
N 1.52968 0.99188 -1.10470 0.1465
N 0.26401 0.94366 -1.60817 -0.0662
C -0.70150 0.72042 -0.62889 -0.1513
N -2.08626 0.74037 -0.95361 0.0086
C -3.11273 1.10940 0.01604 -0.0159
C -2.47372 0.47951 -2.26753 -0.4193
O -3.61596 0.53277 -2.65825 0.0746
C -1.33419 0.09772 -3.26136 -0.0693
C -0.09929 0.94693 -3.04506 -0.1142
H -1.60856 -1.40422 0.95607 0.0544
H -1.99408 -1.21395 2.62207 0.0635
H -0.46055 -1.93854 2.21160 0.0803
H -1.28490 1.00354 2.06556 0.0901
H 0.16126 0.28425 2.65449 0.0878
H 3.56697 -0.65870 -0.47120 0.1246
H 5.75155 0.06559 3.06364 0.1074
H 4.38404 2.74575 4.16698 0.0874
H 3.06517 1.77045 4.91725 0.0950
H 4.78012 1.21194 4.93716 0.0637
H 1.88002 1.81827 2.68167 0.1269
H -2.71397 1.86748 0.71683 0.0988
H -4.01399 1.50322 -0.47535 0.0957
H -3.44898 0.25669 0.60183 0.0866
H -1.11144 -0.98070 -3.07514 0.1384
H -1.73334 0.23965 -4.29347 0.1344
H -0.28511 1.97226 -3.37868 0.1247
H 0.70514 0.53331 -3.64513 0.1195
```

No. 6
# H3O2PS

One molecule with the formula H3O2PS at a distorted geometry (wB97M-V/def2-TZVPD, OMol25).

Results
gap between HOMO and LUMO (alpha / beta)	6.281 / 5.750	eV
energy relative to the best compared isomer or geometry (same formula, charge and spin)	2.805	eV
multiplicity	3
total charge	0
DFT total energy	-891.6460	hartree

Geometry as XYZ:
```
7
Properties=species:S:1:pos:R:3:mulliken_spin:R:1
O -1.08294 1.19998 0.26768 0.0723
O 0.96093 -0.48707 0.66730 0.3584
P -1.06911 -0.17548 1.19095 0.8945
S 1.38150 0.25441 -0.64486 0.6174
H -0.22067 1.29059 -0.23901 0.0024
H -1.03321 -1.30824 0.30466 0.0612
H 1.06350 -0.77418 -1.54671 -0.0062
```